# C4H12NO3

A 2-piece molecular cluster, C4H12NO3 overall (ωB97M-V with the def2-TZVPD basis set, OMol25).

```
20
Properties=species:S:1:pos:R:3:forces:R:3
O 0.2279 -1.1174 -1.1717 0.3 0.2 -1.2
O 0.2497 1.2111 -1.3515 0.0 -0.2 0.0
O -2.4013 0.8024 0.3971 -1.7 1.6 -1.2
N 1.7050 0.0808 0.2034 0.5 -0.3 -1.8
C -1.9806 -1.6096 0.4563 -1.0 0.6 -0.7
C 0.2708 0.1314 -0.5251 -0.9 -1.4 1.1
C -1.7915 -0.2295 0.8451 2.8 0.6 0.5
C 2.1943 1.4164 0.5696 2.2 0.2 0.9
H -2.9517 -1.9009 0.7745 -0.8 -0.7 1.7
H 2.1992 2.1044 -0.2919 -0.2 -0.4 0.6
H 3.2747 1.3002 0.9595 -1.7 0.3 -0.6
H -2.7524 0.8935 -0.5431 0.8 -1.0 1.6
H -2.2535 -1.7437 -0.5403 0.3 0.4 -2.4
H -1.1746 -2.2602 0.6192 0.8 -0.8 0.9
H 2.3922 -0.3232 -0.5458 -1.4 0.1 2.1
H -1.4183 -0.0627 1.8945 -0.4 0.0 -1.2
H 0.1549 -1.1085 -2.1673 0.2 0.4 1.4
H 1.5953 -0.4379 1.1047 0.4 -0.2 -1.5
H 1.5775 1.7191 1.4068 -0.1 0.7 -0.1
H 0.8826 1.1346 -2.0940 -0.2 0.0 0.0
```
Positions in Å, forces in eV/Å.

Computed properties:
**LUMO**: -3.47 eV
**HOMO-LUMO gap**: 0.3121 Eh
**Relative energy (zero: lowest compared OMol25 entry of this formula, charge and spin)**: 4.714 eV
**Charge**: +1

# C6H10

C6H10 as an isolated structure (ωB97M-V with the def2-TZVPD basis set, OMol25).

```
16
Properties=species:S:1:pos:R:3:forces:R:3
C 1.0486 -0.4568 -1.2210 0.1 0.2 0.1
C -0.0067 0.2779 -0.5109 -0.1 0.1 -0.1
C 0.3532 0.8595 0.8803 0.1 0.2 0.0
C -1.2024 0.8089 -1.2665 0.0 0.0 0.0
C 0.0242 -1.1432 0.0911 -0.2 -0.2 0.1
C 0.4334 -0.5763 1.4560 0.1 -0.1 0.1
H -0.8518 -1.7732 -0.0631 0.1 0.1 0.0
H -0.4605 1.4402 1.3270 0.1 -0.1 -0.1
H 1.9982 -0.3448 -0.6683 -0.1 -0.1 0.0
H -0.3121 -0.7738 2.2317 0.1 0.0 -0.1
H 1.2683 1.4594 0.9099 -0.1 -0.1 0.0
H -0.9995 1.8278 -1.6172 0.0 -0.1 0.0
H -2.0990 0.8463 -0.6352 0.1 0.0 -0.1
H 0.7986 -1.7284 -0.5906 0.0 -0.1 0.0
H -1.4029 0.1850 -2.1421 0.0 0.1 0.1
H 1.4104 -0.9083 1.8189 -0.2 0.0 -0.1
```
Positions in Å, forces in eV/Å.

Computed properties:
**LUMO**: 1.03 eV
**HOMO-LUMO gap**: 0.3425 Eh
**Relative energy (zero: lowest compared OMol25 entry of this formula, charge and spin)**: 4.097 eV

# C6H7Br2P

A 2-piece molecular cluster, C6H7Br2P overall (ωB97M-V with the def2-TZVPD basis set, OMol25).

```
16
Properties=species:S:1:pos:R:3:forces:R:3
Br -2.9200 -1.1997 4.1087 0.7 0.7 -0.6
Br -2.5428 1.7990 2.0027 0.0 -0.4 0.1
P -1.3588 0.1468 2.9443 -0.4 -1.4 -0.7
C -1.0288 -1.0148 1.5659 2.0 3.4 -2.3
C 1.0009 -0.4195 -0.8569 0.2 -0.1 -0.1
C -0.1057 -0.0731 -0.0625 -1.0 -2.6 3.8
C 0.7831 0.8339 -1.7087 -0.4 0.7 -1.1
C 1.8459 -1.4642 -1.1042 0.4 -1.1 3.4
C -0.3523 1.2297 -0.6821 0.5 1.9 -0.6
H 2.4708 -1.3765 -1.9666 0.5 -0.3 -0.2
H -0.4799 -1.8982 1.8753 -0.1 -0.2 -0.2
H 1.5046 1.6940 -1.9926 -0.6 -1.8 1.0
H -0.0016 2.1243 -0.0576 -0.9 -1.1 -0.8
H 0.3954 0.4288 -2.6679 -0.2 0.7 0.4
H 2.0914 -2.2172 -0.2020 -0.7 1.5 -2.6
H -1.3021 1.4067 -1.1958 -0.1 0.1 0.6
```
Positions in Å, forces in eV/Å.

Computed properties:
**LUMO (spin up / spin down)**: -0.79 / -1.56 eV
**HOMO-LUMO gap (spin up / spin down)**: 0.2938 / 0.2418 Eh
**Relative energy (zero: lowest compared OMol25 entry of this formula, charge and spin)**: 0.000 eV

# C7H14O

A 2-piece molecular cluster, C7H14O overall (ωB97M-V with the def2-TZVPD basis set, OMol25).

```
22
Properties=species:S:1:pos:R:3:forces:R:3
O 4.2453 3.3279 2.1187 3.4 -1.7 -1.5
C 0.2232 -2.6527 0.6735 2.9 -0.6 -2.2
C -1.8939 -0.1754 -0.8468 0.8 0.4 0.4
C 0.6365 -1.8697 -0.4022 -1.8 -4.4 -0.3
C -0.2100 1.9329 -0.8308 0.6 -1.3 -0.3
C 0.5466 -0.4796 -0.6032 2.8 3.0 1.3
C -2.1958 -1.4339 0.0063 -0.1 4.1 -0.3
C -0.4709 0.3704 -0.7366 1.0 0.8 0.9
H -0.8802 2.5537 -0.2706 -0.9 -0.1 0.6
H 1.6647 -0.0699 -0.5224 -2.2 -0.1 -0.4
H -2.4816 0.6712 -0.5178 -0.9 0.1 -0.5
H 0.8063 2.3052 -0.4333 -1.1 -1.0 -1.1
H 0.7860 -2.3299 -1.4254 0.5 -0.3 1.3
H 0.0108 -2.1167 1.5635 -0.3 0.1 0.9
H 4.4181 4.0276 2.6881 0.0 2.0 1.6
H -0.4550 2.1756 -1.8830 0.7 0.3 0.3
H -1.8042 -1.2307 0.9713 -0.6 0.2 1.3
H 3.3528 3.1658 2.0263 -3.3 -0.3 -0.2
H 0.3642 -3.8117 0.7192 -0.3 2.3 -0.3
H -3.1478 -1.8215 -0.0919 -2.4 -0.2 0.2
H -1.5726 -2.1323 -0.2929 2.3 -3.3 -1.7
H -1.9426 -0.4064 -1.9100 -0.9 0.2 -0.2
```
Positions in Å, forces in eV/Å.

Computed properties:
**LUMO (spin up / spin down)**: 3.67 / 3.58 eV
**HOMO-LUMO gap (spin up / spin down)**: 0.0929 / 0.3317 Eh
**⟨S²⟩**: 0.751
**Relative energy (zero: lowest compared OMol25 entry of this formula, charge and spin)**: 2.718 eV
**Charge**: -1
**Spin multiplicity**: 2

# C6H9N

C6H9N in the gas phase (ωB97M-V with the def2-TZVPD basis set, OMol25).

```
16
Properties=species:S:1:pos:R:3:forces:R:3
N 1.3272 1.0714 0.9320 0.2 -0.1 0.2
C -0.5252 -0.6259 1.4322 0.0 0.0 0.0
C 0.2253 0.2402 0.4489 -0.2 0.0 0.0
C -0.7648 -0.5411 -1.6915 -0.4 0.0 -0.2
C 0.0752 1.7097 0.5143 -0.3 0.1 -0.1
C 0.4753 -0.3974 -0.9148 0.1 0.0 0.1
C -1.8062 -0.6293 -2.2927 0.4 0.0 0.2
H 0.1375 2.2947 -0.4003 0.0 -0.1 0.1
H -1.4473 -1.0067 0.9819 0.1 0.1 0.0
H -0.7942 -0.0668 2.3354 0.1 0.0 -0.1
H 1.2002 0.2235 -1.4536 -0.2 -0.1 0.0
H -0.5870 2.1219 1.2738 0.1 -0.1 -0.1
H 1.3835 1.0318 1.9485 0.0 0.0 -0.2
H -2.7252 -0.7059 -2.8348 0.2 0.0 0.1
H 0.9506 -1.3782 -0.7781 -0.1 0.1 0.0
H 0.0861 -1.4858 1.7303 -0.1 0.1 0.0
```
Positions in Å, forces in eV/Å.

Computed properties:
**SMILES string**: C#CC[C@]1(C)CN1
**LUMO**: 1.03 eV
**HOMO-LUMO gap**: 0.3885 Eh
**Relative energy (zero: lowest compared OMol25 entry of this formula, charge and spin)**: 2.848 eV

# C33H56AlBeBrCl2F12N3O10

C33H56AlBeBrCl2F12N3O10 as an isolated structure (ωB97M-V with the def2-TZVPD basis set, OMol25).

```
119
Properties=species:S:1:pos:R:3:forces:R:3
Br -0.1419 6.1655 -5.0800 0.1 0.3 -0.4
Cl -4.7683 -3.6329 -4.0683 -0.4 0.3 0.4
Cl -2.5875 -3.6350 -1.7627 -0.4 -0.3 0.4
Al 4.5754 3.9735 -4.1324 0.1 0.6 0.4
F 1.8888 0.7271 -3.6593 -0.1 0.1 0.6
F -0.3067 -0.1552 -1.0053 0.4 0.5 0.0
F -3.1632 6.3323 0.1169 0.0 -0.3 0.1
F 2.6543 -0.1797 0.9099 -0.1 0.7 0.1
F -2.9333 6.4069 2.2685 0.1 -0.1 -0.2
F 1.1651 -1.7000 0.7905 -0.1 0.6 -0.2
F -0.1206 1.4470 -3.2183 0.2 0.0 0.7
F -2.8082 4.4953 1.2723 0.1 0.3 -0.4
F 0.9499 2.2714 -0.5307 -0.2 -0.8 -1.4
F 1.5357 -1.0863 -1.6462 0.4 0.9 0.0
F 0.5371 0.2701 1.3938 0.6 0.1 0.1
F 2.8453 1.5080 -1.2965 -0.3 -0.5 0.0
O 2.9356 6.7045 -0.9563 2.3 -0.9 0.7
O -3.9508 -5.5365 -5.1505 0.2 -0.5 -1.2
O -0.8734 3.5778 10.5662 0.1 -0.1 -0.2
O -2.4992 -3.0209 -5.2581 0.3 0.7 0.3
O -1.2813 -5.4176 -6.6593 -0.1 0.0 0.0
O 3.9878 5.0666 -2.1217 1.2 -0.3 -1.1
O -0.7305 2.8404 5.2210 1.5 1.3 -1.2
O 8.8431 5.6898 -1.1011 -0.1 0.0 0.0
O -0.1515 -6.7528 -0.7510 -0.2 -0.1 -0.1
O 2.0255 6.6938 1.1688 0.8 1.1 1.7
N 7.3103 4.0818 -1.5475 -0.6 0.0 -0.3
N 9.5641 3.6694 -1.8199 0.2 -0.1 -0.1
N -0.9144 1.6852 5.3213 -3.3 1.9 2.8
C -0.5346 5.3382 -0.3727 0.5 0.1 1.4
C 1.1771 1.6438 -2.9142 0.4 0.8 -1.3
C -1.5423 -5.8754 -5.3354 0.3 0.3 0.1
C -0.4159 1.1117 6.5942 2.3 -2.9 1.1
C 2.9749 5.5605 -1.7020 -3.3 0.6 -0.3
C 1.5151 5.0857 -1.8154 0.0 -0.4 1.0
C -2.1257 -0.8152 6.3295 -0.1 -0.1 0.0
C -2.0466 -4.3641 -7.2299 -0.1 -0.3 -0.2
C -1.7237 -2.5492 -4.2272 0.2 0.4 -1.3
C -2.4787 5.8110 1.1398 0.5 0.4 0.8
C 1.9930 6.4101 0.0448 -3.0 -1.2 -2.4
C 0.9379 5.5934 -0.6918 -0.3 -0.2 -1.2
C -2.1563 1.2021 4.6856 -1.5 -2.1 -2.2
C 1.6063 3.0387 -3.4191 -0.6 0.4 -0.3
C -0.0485 -5.4011 -0.3399 0.0 0.1 0.1
C -3.1294 2.2888 4.2217 0.7 0.9 0.2
C -1.9368 -3.0057 -6.5652 0.0 -0.6 -0.4
C 1.0407 -0.0659 -0.9181 -0.3 -1.0 0.6
C 1.5107 1.3327 -1.4187 0.2 0.1 -0.3
C -0.6664 -0.4059 6.5722 -0.3 -0.3 -0.6
C -5.0523 -5.9051 -5.9724 -0.4 0.2 0.1
C 1.3871 -0.3832 0.5953 -0.5 -1.6 -0.5
C 1.1115 1.2963 6.6644 0.2 0.5 -0.4
C -2.8974 -6.4939 -5.0639 0.2 0.1 0.5
C 8.5958 4.5599 -1.4642 0.3 0.1 0.0
C 0.8083 4.2435 -2.8455 1.5 -0.1 0.4
C -0.9686 6.0009 0.9857 -0.3 -0.9 -0.9
C 1.0644 -7.4755 -0.8338 0.0 -0.1 0.1
C -2.9520 0.2603 5.6128 0.5 -0.2 1.0
C 1.7890 -7.5999 0.4959 0.0 0.2 0.1
C -1.0367 1.7338 7.8485 -0.8 0.8 -0.4
C 0.7641 -4.5347 -1.2869 0.3 -0.2 0.0
C -1.6954 0.4256 3.4309 0.5 -0.3 -0.1
Be 1.1328 3.0121 1.3061 0.1 0.5 1.0
H -0.8949 -2.6743 -6.5681 0.0 -0.1 0.3
H -0.7946 -6.6534 -5.1618 -0.1 0.0 -0.1
H 6.5703 4.7124 -1.2905 0.1 0.0 0.1
H -3.4688 0.8578 6.3681 0.0 0.2 -0.1
H -0.4654 5.4121 1.7800 -0.3 0.7 -0.1
H -2.9014 -6.8766 -4.0391 0.2 -0.1 0.0
H -1.1557 1.0807 2.7466 -0.1 0.1 0.1
H -4.7632 -6.5835 -6.7779 0.2 0.0 0.2
H -2.1406 -1.7401 5.7509 0.1 0.0 0.0
H -1.0633 -5.0096 -0.3085 0.0 -0.2 0.0
H -2.5479 0.0146 2.8909 -0.1 0.1 0.2
H 1.5208 0.7500 7.5131 -0.2 0.0 0.0
H -2.6757 2.9748 3.5056 0.0 0.0 0.0
H -1.2180 5.6025 -1.1998 0.6 0.1 0.2
H -0.6283 4.1982 9.8705 0.0 0.1 0.2
H -3.0910 -4.6595 -7.3469 -0.1 0.1 0.2
H 2.6376 -8.2795 0.4046 0.0 0.0 0.0
H -5.8382 -6.3555 -5.3609 0.0 -0.1 -0.1
H -0.6162 1.2673 8.7394 0.2 -0.2 -0.3
H 1.4254 3.0342 -4.5195 0.0 -0.3 0.6
H -2.6082 -1.0526 7.2792 0.0 0.0 -0.1
H 0.6953 -3.4851 -1.0014 -0.1 0.0 0.0
H 1.1147 -7.9763 1.2674 0.0 -0.1 -0.1
H 1.8221 -4.8105 -1.2768 0.0 0.0 0.0
H -3.7450 -0.2257 5.0433 0.2 0.3 -0.3
H -1.6574 -4.2595 -8.2463 0.1 0.0 0.1
H -2.5219 -2.2860 -7.1470 0.1 0.0 -0.1
H 0.6064 4.9761 -3.7396 -0.1 -0.5 0.7
H 2.1702 -6.6345 0.8361 0.1 0.0 0.0
H -0.8250 2.8019 7.9134 0.1 0.0 -0.2
H -2.0621 -3.1271 -3.2846 0.1 0.3 0.1
H 10.5164 3.9857 -1.7707 -0.1 0.0 0.0
H -3.5094 2.8713 5.0646 0.1 0.0 0.0
H -2.1197 1.6083 7.8973 0.0 -0.1 -0.1
H -5.4507 -4.9976 -6.4250 0.0 0.0 0.1
H -0.0540 -0.8546 5.7844 0.1 0.2 0.0
H -0.7304 7.0751 1.0310 -0.1 -0.5 0.1
H -0.3127 -0.8565 7.4995 0.1 0.3 0.0
H -1.9067 -1.4829 -4.0654 -0.1 -0.1 0.4
H 2.7042 3.1305 -3.3056 -0.6 -0.2 0.4
H -0.6399 4.2406 -0.2036 -0.1 0.6 -0.3
H -1.3225 -5.0909 -4.6089 -0.2 0.0 0.1
H -1.0331 -0.4063 3.6802 0.0 0.0 0.0
H -1.4447 2.9395 10.1283 -0.1 0.1 0.2
H 9.3780 2.7317 -2.1218 0.0 0.0 0.0
H 1.5952 0.9168 5.7619 0.0 0.0 0.0
H -0.1735 3.8833 -2.4951 0.4 0.4 -0.1
H -0.6561 -2.7378 -4.3776 0.0 -0.2 0.1
H 7.0798 3.1516 -1.8428 0.1 -0.1 0.2
H 0.7984 -8.4739 -1.1857 -0.1 0.1 0.0
H 0.4064 -4.6470 -2.3127 -0.1 0.0 0.1
H 1.3920 2.3440 6.7830 -0.1 0.0 0.0
H 1.7180 -7.0393 -1.5976 0.1 0.0 0.0
H -3.9836 1.8314 3.7239 0.2 -0.3 0.1
H 0.3409 -5.3433 0.6842 0.1 0.0 0.0
H -3.0608 -7.3366 -5.7415 -0.2 0.1 -0.1
```
Positions in Å, forces in eV/Å.

Computed properties:
**LUMO**: -6.27 eV
**HOMO-LUMO gap**: 0.1016 Eh
**Charge**: +1

# C15H34FN3O2

A 2-piece molecular cluster, C15H34FN3O2 overall (ωB97M-V with the def2-TZVPD basis set, OMol25).

```
55
Properties=species:S:1:pos:R:3:forces:R:3
F -1.2970 -0.5952 4.5018 0.0 0.0 -0.1
O 2.5418 -1.7141 -1.4636 0.1 0.0 -0.2
O -1.8060 1.4844 3.9896 -0.1 0.2 0.2
N -3.9132 -1.7830 1.0545 0.0 -0.1 0.2
N 3.6129 0.7007 -1.6844 -0.3 0.1 0.2
N -5.3235 2.5221 0.8233 0.2 -0.2 0.0
C -2.6561 -2.5313 0.9786 -0.2 0.3 -0.3
C -0.2952 2.3146 0.1296 0.3 0.0 -0.3
C 2.3806 -2.7094 -2.4713 -0.1 0.0 0.0
C -1.0664 0.5781 3.8179 0.2 -0.1 0.0
C 4.5886 -0.4431 -1.6135 0.1 -0.1 -0.1
C 3.8238 -1.5651 -0.9068 -0.1 0.1 0.2
C -4.1617 2.7363 -0.0572 -0.1 0.0 0.3
C 0.1104 0.4704 2.9043 -0.5 0.0 -0.1
C -0.3754 -1.3254 1.2310 -0.6 0.7 0.1
C 0.2875 0.9435 0.4692 -0.5 -0.1 0.2
C 5.0677 -0.7771 -3.0161 0.0 0.2 -0.1
C -0.4454 0.1655 1.5130 0.7 -0.4 0.1
C -1.4847 -1.8117 0.2734 0.3 -0.5 0.1
C -2.8479 2.2254 0.5186 0.1 -0.5 -0.2
C -1.6963 2.2548 -0.4863 0.1 0.4 0.1
H -2.5612 2.7783 1.4177 -0.1 0.1 0.0
H 0.3037 0.3272 -0.4436 0.1 0.2 -0.1
H -1.7502 1.3992 -1.1688 -0.1 0.0 0.0
H 3.1055 -3.5163 -2.3468 0.0 0.0 0.0
H 1.3762 -3.1120 -2.3627 0.0 0.0 0.0
H 5.5893 -1.7324 -3.0133 0.0 0.0 0.0
H 0.3681 2.8144 -0.5964 0.1 0.0 0.1
H 2.7112 0.3142 -2.0055 0.0 0.0 0.1
H 5.7600 -0.0190 -3.3854 0.0 0.0 0.0
H 1.3622 1.0837 0.8217 0.2 0.0 -0.4
H 3.4108 1.0958 -0.7515 -0.1 0.0 0.0
H -0.2968 2.9438 1.0243 -0.1 0.0 0.0
H 0.7865 -0.3307 3.2459 0.1 0.2 0.1
H 5.4269 -0.1079 -1.0027 0.0 0.0 0.1
H -1.8951 -0.9596 -0.2734 0.1 0.0 -0.1
H -4.2392 -1.5562 0.1231 0.0 0.1 0.0
H -1.0482 -2.5099 -0.4534 -0.1 0.1 -0.1
H 3.6773 -1.2899 0.1413 0.0 0.0 0.0
H 4.2385 -0.8432 -3.7217 0.0 -0.1 0.0
H -5.0202 2.6580 1.7839 -0.1 0.1 0.0
H 0.6220 -1.5863 0.8030 0.1 -0.2 0.2
H -5.5672 1.5375 0.7792 -0.1 0.0 0.0
H -4.3759 2.2188 -0.9964 0.1 0.1 -0.1
H 2.4796 -2.2835 -3.4727 0.0 0.0 0.0
H 0.6111 1.4420 2.9340 0.1 0.0 0.0
H -2.3767 -2.7977 1.9993 0.0 0.0 0.0
H -3.7652 -0.9143 1.5560 0.0 0.0 -0.1
H -4.0852 3.8077 -0.2652 0.0 0.0 -0.1
H -0.5121 -1.8393 2.1861 0.3 -0.3 -0.1
H -2.9884 1.1932 0.8484 0.1 0.0 0.1
H 4.3969 -2.4951 -0.9320 0.1 0.0 -0.1
H 3.9056 1.4524 -2.3077 0.0 0.0 0.0
H -2.8791 -3.4595 0.4469 0.0 -0.1 0.1
H -1.8150 3.1463 -1.1166 0.0 0.0 0.0
```
Positions in Å, forces in eV/Å.

Computed properties:
**LUMO**: -0.85 eV
**HOMO-LUMO gap**: 0.1371 Eh